[1]
Computed, not measured: C5H13FN as an isolated structure in a non-equilibrium geometry, with ωB97M-V/def2-TZVPD.

Structure (ORCA input):
```
! wB97M-V def2-TZVPD RIJCOSX def2/J DEFGRID3
* xyz 1 1
C -1.3295 -0.7516 -2.4523
C -0.2370 0.6625 2.2329
C -0.1260 -1.0300 -1.3979
C 0.6426 0.0076 1.2517
C -0.4532 -0.0564 -0.3576
N 1.7651 0.7567 0.8343
F -0.4720 1.3094 -0.5718
H -1.2433 0.3224 -2.6176
H -1.2008 -1.2008 -3.4631
H -2.1824 -1.1929 -1.8773
H -1.0021 1.2074 1.6502
H 0.3485 1.3939 2.7991
H -0.7294 -0.1640 2.9034
H -0.1601 -2.0632 -0.9303
H 0.8585 -0.7869 -1.8769
H 0.8759 -0.9442 1.6289
H -1.4924 -0.1725 0.1307
H 1.4189 1.5953 0.4034
H 2.2980 0.2014 0.0775
H 2.4206 0.9060 1.6327
*
```

Summary:
HOMO: -14.2 eV
ΔE to the lowest compared entry with this formula, charge and spin: 183.4 kJ/mol
Gap between HOMO and LUMO: 10.625 eV

Atom charges from the Mulliken analysis, given in e for atoms 1 to 8: -1.09 -1.00 -0.30 -0.42 -0.21 -0.21 -0.34 0.30

=====

[2]
Computed, not measured: a 2-piece molecular cluster, C4H10O2S overall, with ωB97M-V/def2-TZVPD.

Structure (ORCA input):
```
! wB97M-V def2-TZVPD RIJCOSX def2/J DEFGRID3
* xyz 0 1
C 1.6304 -1.3601 -0.0146
C 0.8321 -1.8358 -1.1913
O 0.4970 -2.9707 -1.3979
O 0.4994 -0.8381 -2.0425
H 1.8754 -0.3085 -0.1447
H 2.5607 -1.9190 0.0293
H 1.0204 -1.4902 0.8753
H -0.0344 -1.2381 -2.7377
C -1.9472 0.4228 0.3731
S -1.7890 1.8498 1.4576
C -0.0726 2.2592 1.1507
H -1.2587 -0.4094 0.5353
H -1.7934 0.7222 -0.6659
H -2.9460 -0.0002 0.4583
H 0.1920 3.1272 1.7546
H 0.6307 1.4852 1.4565
H 0.1031 2.5037 0.1038
*
```

Summary:
HOMO: -8.6 eV
ΔE to the lowest compared entry with this formula, charge and spin: 31.7 kJ/mol
Gap between HOMO and LUMO: 9.266 eV
SMILES string: CC(=O)O.CSC

Atom charges from the Mulliken analysis, given in e for atoms 1 to 8: -0.80 0.65 -0.56 -0.43 0.23 0.34 0.26 0.33

=====

[3]
Computed, not measured: a 2-piece molecular cluster, C7H15ClO7P2 overall in a non-equilibrium geometry, with ωB97M-V/def2-TZVPD.

Structure (ORCA input):
```
! wB97M-V def2-TZVPD RIJCOSX def2/J DEFGRID3
* xyz 0 1
O 1.9615 0.4656 -2.5724
P 1.6770 1.1050 -1.1253
O 0.2094 0.4350 -0.3838
O 1.6076 2.8736 -1.2443
P 3.2947 0.6727 0.2941
Cl 5.1053 1.4532 -0.4950
C 3.4102 -1.2649 0.3183
C 4.4191 -1.6120 1.6029
C 3.4696 -2.0353 2.8707
O 3.8953 -1.2941 4.0808
H 0.0292 0.9266 0.4836
H 0.9736 3.1354 -0.4927
H 2.3228 -1.6812 0.4768
H 3.8012 -1.7067 -0.6933
H 5.0631 -0.6431 1.8304
H 5.1764 -2.4664 1.3458
H 3.5035 -3.2009 2.9833
H 2.3295 -1.7471 2.6901
H 3.5914 -0.3392 3.9151
C -4.9602 -0.5809 -2.2842
C -4.6995 0.6933 -1.5064
C -3.2442 1.0123 -1.3508
O -3.2229 1.7657 -0.1522
C -4.2913 1.3411 0.5879
O -4.4722 1.6184 1.7603
O -5.1259 0.5578 -0.1603
H -6.0317 -0.8060 -2.2968
H -4.6067 -0.4952 -3.3159
H -4.4679 -1.4393 -1.8129
H -5.2512 1.5297 -1.9549
H -2.8529 1.6005 -2.1860
H -2.6136 0.1262 -1.2129
*
```

Summary:
HOMO: -9.5 eV
Gap between HOMO and LUMO: 8.781 eV
SMILES string: O=P(O)(O)P(Cl)CCCO.C[C@@H]1COC(=O)O1

Atom charges from the Mulliken analysis, given in e for atoms 1 to 8: -0.62 0.78 -0.47 -0.49 0.23 -0.24 -0.65 -0.29

=====

[4]
Computed, not measured: C5H8O as an isolated structure in a non-equilibrium geometry, with ωB97M-V/def2-TZVPD.

Structure (ORCA input):
```
! wB97M-V def2-TZVPD RIJCOSX def2/J DEFGRID3
* xyz 0 1
C 0.3528 1.1731 -1.7551
C 0.5947 0.1175 -0.7180
C -0.6368 -0.5455 -0.1390
O -1.7206 -0.8358 -0.7168
C -0.3306 -1.0894 1.2170
C -0.1966 -0.3072 2.3013
H -0.0538 0.5486 -2.6277
H 1.1956 1.8852 -1.8923
H -0.5792 1.7753 -1.4126
H 1.4038 0.2063 0.0033
H 0.3506 -1.0114 -0.9554
H -0.4388 -2.2089 1.2534
H -0.2881 0.9478 2.1831
H 0.3469 -0.6556 3.2587
*
```

Summary:
HOMO: -9.3 eV
ΔE to the lowest compared entry with this formula, charge and spin: 376.2 kJ/mol
Gap between HOMO and LUMO: 9.867 eV

Atom charges from the Mulliken analysis, given in e for atoms 1 to 8: -0.93 -0.30 0.49 -0.62 -0.27 -0.51 0.26 0.32

=====

Number 1: molar mass 106.16 g mol⁻¹. Number 2: molar mass 122.19 g mol⁻¹. Number 3: molar mass 308.59 g mol⁻¹. Number 4: molar mass 84.12 g mol⁻¹.